Entry 1:
{"formula": "C12H13PSi", "method": "ωB97M-V/def2-TZVPD", "lumo_energy_ev": -0.753, "e_above_lowest_kcal_mol": 47.5, "gap_ev": 6.93, "total_charge": 0, "energy_ha": -1095.776014, "spin_multiplicity": 1, "symbols": ["C", "C", "C", "C", "C", "C", "C", "C", "C", "C", "C", "C", "Si", "P", "H", "H", "H", "H", "H", "H", "H", "H", "H", "H", "H", "H", "H"], "positions_angstrom": [[-4.9760, -0.6098, 0.1618], [5.0784, -0.1714, -0.4525], [-4.2127, -0.1810, 1.2413], [-4.3041, -1.2183, -0.8822], [4.7087, -1.5434, -0.3978], [4.1236, 0.7919, -0.1547], [-2.7973, -0.2769, 1.1941], [-2.9814, -1.1830, -1.0051], [3.5501, -1.8855, 0.2684], [2.9434, 0.4300, 0.3823], [-2.2331, -0.7819, 0.0413], [2.6655, -0.8768, 0.7010], [-0.3536, -0.8279, -0.1420], [1.0495, -1.5404, 1.3459], [-6.0729, -0.7290, 0.3347], [5.9968, 0.1059, -0.9984], [-4.6356, 0.5247, 2.0726], [-5.0048, -1.7615, -1.5858], [5.4556, -2.3647, -0.5034], [4.3158, 1.8714, -0.1859], [-2.1398, -0.1625, 2.0449], [-2.4205, -1.5800, -1.9098], [3.2005, -2.9453, 0.3937], [2.2621, 1.2455, 0.6866], [0.4120, 2.9226, -0.0607], [-0.1262, -0.8905, -1.5663], [0.0560, 2.2210, -0.0828]], "atomic_forces_ev_per_a": [[-0.3442, -0.7504, 1.9478], [-0.0723, -0.8187, -1.8708], [0.6136, 2.8171, 1.5780], [-4.6904, -1.0545, -1.5864], [1.5762, 0.0577, 1.6531], [2.0573, 0.8608, -0.1431], [-1.4151, -0.7433, 0.0766], [2.1784, -1.4258, -2.9066], [-1.0937, -0.3906, 0.0650], [-2.0331, 0.8760, 1.6543], [2.8889, 0.7911, 1.4954], [-1.1044, -1.8583, -1.2371], [0.3971, -1.0279, 1.5238], [-0.9500, 1.2587, -0.3849], [0.9903, 0.4743, -0.6820], [-0.3604, -0.1192, 0.7291], [0.4340, -1.9903, -1.3430], [1.2917, 0.7791, 0.3409], [-0.5764, 0.9065, -0.6560], [0.2590, -0.5180, -0.4474], [-0.2788, 0.6726, 0.2002], [-1.1107, 0.4251, 1.0176], [0.7662, 1.0451, -0.0835], [0.1903, -0.7064, -0.2178], [-0.6605, -1.2353, -0.0597], [0.4157, 0.3894, -0.7179], [0.6312, 1.2852, 0.0545]]}



Entry 2:
{"formula": "C12H14AuNO6Se2", "method": "ωB97M-V/def2-TZVPD", "lumo_energy_ev": -2.647, "gap_ev": 5.84, "total_charge": 0, "energy_ha": -5910.403361, "spin_multiplicity": 1, "symbols": ["Au", "O", "C", "O", "C", "C", "C", "C", "C", "N", "C", "O", "O", "H", "H", "H", "H", "O", "C", "C", "C", "O", "C", "Se", "C", "Se", "H", "H", "H", "H", "H", "H", "H", "H", "H", "H"], "positions_angstrom": [[-0.6800, -0.6733, -0.5791], [-2.9681, 1.7897, 2.4595], [-2.5134, 1.1255, 1.4059], [-1.4666, 1.3903, 0.8558], [-3.4032, 0.0150, 0.9823], [-4.7005, -0.1633, 1.4497], [-5.4310, -1.2413, 0.9626], [-4.8501, -2.0957, 0.0419], [-3.5420, -1.8452, -0.3665], [-2.8606, -0.8223, 0.1029], [-2.8236, -2.7368, -1.4185], [-3.4729, -3.6557, -1.8825], [-1.6444, -2.4041, -1.6799], [-2.3530, 2.4938, 2.7188], [-5.1239, 0.5291, 2.1601], [-6.4425, -1.4107, 1.3046], [-5.3722, -2.9372, -0.3837], [4.9052, 1.3554, 0.9390], [4.2379, 1.6272, -0.2744], [2.9599, 0.7516, -0.3740], [3.4502, -0.7039, -0.5705], [4.1427, -0.8774, -1.7695], [2.1757, 0.9249, 0.9252], [0.8974, -0.4829, 1.4156], [2.1540, 1.2434, -1.5804], [0.9102, -0.0510, -2.4224], [5.8441, 1.5447, 0.8409], [4.8748, 1.3761, -1.1303], [3.9769, 2.6953, -0.3326], [2.5875, -1.3860, -0.5003], [4.1514, -0.9456, 0.2322], [3.5061, -0.8862, -2.4981], [1.5969, 1.8515, 0.9097], [2.8798, 0.9619, 1.7593], [2.8353, 1.5210, -2.3890], [1.5619, 2.1222, -1.3145]], "atomic_forces_ev_per_a": [[0.8986, -0.7651, -0.8608], [-0.5141, 0.1583, 0.5626], [1.0608, 0.5052, -0.3208], [-1.0026, 0.4205, 0.3891], [-0.6879, -0.2071, 0.2663], [0.3788, 0.1745, -0.1566], [0.1069, -0.1725, -0.1184], [0.0160, 0.2883, 0.0729], [-0.0583, -0.6025, -0.5121], [0.8137, 0.1431, 0.5931], [-1.2027, 0.0510, 0.5097], [-0.1767, -0.1784, -0.0130], [1.2279, 0.8446, -0.4551], [0.0774, -0.1723, -0.2745], [0.0316, 0.0362, 0.0437], [-0.0247, 0.0157, 0.0055], [0.0236, -0.1059, -0.0453], [0.2574, -0.0568, 0.3041], [-0.3442, 0.1941, -0.4739], [0.6258, -0.3674, 0.0489], [-0.6683, 0.0011, 0.6470], [0.3740, 0.0713, -0.7518], [-0.4495, -0.1384, 0.0055], [-0.2591, 0.3148, -1.1649], [-0.4512, 0.0065, -0.0638], [-0.1305, -0.1926, 1.6628], [-0.1561, -0.0255, -0.0303], [-0.1127, 0.0466, 0.0262], [-0.0484, -0.1111, -0.0027], [0.3623, 0.1752, -0.0253], [-0.1337, 0.0009, -0.0016], [0.0159, -0.1424, 0.1663], [0.1858, -0.0002, 0.0409], [-0.1325, -0.0909, 0.0514], [-0.0656, -0.0603, -0.0677], [0.1621, -0.0585, -0.0574]]}



Entry 3:
{"formula": "C12H14BN9Ru", "method": "ωB97M-V/def2-TZVPD", "lumo_energy_ev": [-7.794, -10.819], "gap_ev": [6.94, 3.67], "total_charge": 2, "energy_ha": -1077.376974, "spin_multiplicity": 5, "symbols": ["H", "N", "B", "N", "C", "Ru", "H", "C", "H", "C", "H", "C", "H", "H", "H", "N", "N", "N", "N", "C", "C", "H", "H", "C", "C", "C", "C", "H", "H", "H", "H", "H", "N", "C", "N", "C", "N"], "positions_angstrom": [[-0.2363, 3.1602, 0.9314], [0.0652, 1.7816, -0.6809], [0.6101, 0.7141, -2.8965], [0.5664, 1.9570, -1.9795], [0.9342, 3.2280, -2.1949], [-0.7022, -1.1534, -0.2965], [1.3323, 3.4909, -3.1723], [0.6428, 3.9325, -1.0290], [0.7880, 4.9725, -0.8705], [0.0923, 2.9949, -0.1036], [1.0471, 1.0427, -3.9707], [-2.0178, -2.0862, 0.8637], [-2.6047, -1.9064, 1.7658], [-1.2837, -2.8647, 1.1641], [-2.7071, -2.5559, 0.1497], [-0.8360, 0.1882, -2.9686], [1.5996, -0.3384, -2.2838], [-1.4629, -0.4260, -1.9122], [1.2224, -1.1563, -1.2027], [-1.5569, 0.0328, -4.1033], [2.7657, -0.8021, -2.7458], [-1.1334, 0.3852, -5.0602], [3.1578, -0.4175, -3.6895], [-2.7734, -0.5742, -3.7667], [3.2012, -1.8315, -1.9039], [-2.7366, -0.7624, -2.3785], [2.3100, -1.9915, -0.8773], [-3.5580, -0.8009, -4.4854], [4.0764, -2.4475, -2.0501], [-3.4586, -1.2782, -1.7590], [2.1699, -2.6676, -0.0253], [0.4639, -1.8197, -1.5930], [-0.2580, -0.3893, 1.4025], [-0.1362, -0.0748, 2.5478], [0.1154, 0.4901, 3.6520], [0.1228, 0.0716, 4.8930], [0.1786, -0.1655, 6.0506]], "atomic_forces_ev_per_a": [[0.1652, -0.1416, -0.6643], [-0.1031, 2.3299, 1.3342], [-0.0802, 0.1511, -0.4611], [0.9458, 1.9961, -0.1059], [-0.3569, -3.4027, -1.5530], [-0.4019, 0.6469, 4.6245], [-0.0299, 0.2963, 0.3888], [-0.4531, 0.7672, 1.4117], [0.1331, 0.6745, 0.1232], [-0.0694, -2.1532, -0.5276], [-0.2203, -0.1483, 0.2363], [-1.4538, -1.5350, -0.4231], [0.2496, 0.7605, -0.1937], [0.1305, 0.0571, -0.0703], [-0.0765, -0.0725, -0.0434], [0.9179, -1.4409, -0.5288], [0.2461, -1.4810, -0.5255], [-3.6727, 0.9300, -2.9353], [1.0427, 0.5588, -0.7562], [-0.1707, 0.2040, 0.5106], [-1.3576, 0.6792, 0.1595], [-0.5505, -0.2110, 0.7175], [0.1869, -0.0235, 0.5492], [0.2212, 0.5325, -0.0153], [1.2736, -1.1193, 0.9012], [1.8975, -0.3326, -0.9681], [-0.7383, 0.4032, -1.5466], [0.1158, 0.0436, 0.4805], [0.1522, 0.2986, 0.0522], [0.1607, 0.2711, 0.1170], [0.4458, 0.2177, -0.5472], [0.7595, 0.1547, -0.3633], [0.5693, -0.0488, 0.7672], [0.8019, 1.2734, 2.2197], [-0.6832, -0.9167, -3.0154], [0.1943, -0.7364, 3.8601], [-0.1913, 0.5175, -3.2094]]}



Computed strongest force on any atom (Eh/bohr) in order:
0.09845 0.03265 0.09320